No. 1
Below is a molecular structure, C53H46ClGaGeO2Sb2, with properties calculated with ωB97M-V/def2-TZVPD.

Each line ends with the Löwdin charge.
Atoms and positions in Å:
H  1.03767  1.75054  -0.10408  0.05
C  -0.06356  -4.38921  -0.43751  -0.16
H  4.43963  -0.62449  -0.73467  0.08
C  2.97409  2.39359  -0.75830  -0.07
C  1.22296  -3.85650  -0.43890  -0.39
H  -5.56744  -0.43451  -3.27291  0.12
C  -3.73253  2.29398  -2.27095  -0.33
H  3.19700  -2.31414  -2.32524  0.06
C  2.30831  -4.72301  -0.54646  -0.12
H  -1.00529  4.39669  -5.95201  0.10
H  4.81004  1.80387  4.47509  0.10
C  2.11115  -6.09272  -0.65728  -0.09
H  -0.92062  -3.73224  -0.32619  0.09
C  -4.85339  2.68785  -4.37664  -0.07
C  -2.59990  1.40874  6.95202  -0.10
C  -1.18813  1.44500  -4.28216  -0.37
H  3.31929  -4.32879  -0.53462  0.10
C  -1.29485  3.37625  -5.73308  -0.08
H  -0.45186  -2.12969  -2.57103  0.02
H  0.66924  -7.68036  -0.75002  0.10
H  -1.26142  0.14217  5.86530  0.10
C  1.44236  2.01300  4.79837  -0.10
C  -5.14076  0.56082  -3.30542  -0.06
H  -2.33919  -0.25221  -4.95497  0.10
C  1.27452  1.52227  -2.23526  -0.40
H  4.13153  0.84824  2.29103  0.09
H  -2.56646  0.79713  7.84565  0.10
C  -2.02772  0.76701  -5.16355  -0.14
C  -2.12118  2.68503  -6.60931  -0.09
H  6.53051  -0.64199  0.54167  0.10
C  -2.80424  -2.41513  2.50178  -0.09
C  -1.89389  1.81740  4.67079  -0.28
H  -0.88331  3.31411  1.48185  -0.05
H  4.81669  2.97834  -1.68988  0.10
H  2.53564  -2.89282  2.37279  0.08
Ga  -2.19702  1.78596  0.08131  0.44
H  -2.73011  3.55849  3.75102  0.09
O  -2.93127  2.74954  -1.35421  -0.08
C  1.46232  -1.69231  -3.48316  -0.34
C  -0.01967  -1.38360  -3.24345  -0.40
H  4.04548  2.41950  -3.97302  0.10
H  1.50709  -2.72288  -3.84653  0.10
C  -0.26572  -5.75892  -0.55404  -0.09
C  -4.12893  0.10617  -1.15212  -0.13
H  -3.82486  -2.73305  2.32297  0.10
C  -5.39552  1.38661  -4.35387  -0.67
Cl  -6.38134  0.86005  -5.68154  0.67
C  2.78906  2.13470  5.12089  -0.09
C  5.65398  -1.13341  0.94644  -0.10
C  2.41155  -1.55807  -2.27995  -0.37
C  -0.20611  -1.59206  2.99636  -0.13
Sb  -0.60185  0.53584  -2.43102  1.51
H  6.63984  -1.76166  2.74639  0.10
H  1.79472  1.48804  -4.32551  0.10
H  3.29558  2.65111  0.24355  0.10
H  -3.95830  2.84268  7.79493  0.10
C  -0.49299  -2.94544  2.86719  -0.11
C  -1.33036  2.32777  1.57149  -0.37
C  -2.68694  2.96136  4.65608  -0.11
C  -1.20811  -0.62733  2.87433  -0.26
H  0.29504  -3.68362  2.96487  0.10
C  4.46558  -1.12881  0.22448  -0.13
C  1.04267  1.49099  3.56954  -0.26
C  -1.79356  -3.35921  2.61237  -0.10
H  -4.68560  -0.83716  -1.19364  0.15
C  3.76019  1.72041  4.22116  -0.09
H  0.69336  2.32742  5.51710  0.09
Ge  -0.85121  1.29495  3.08762  0.86
C  -4.05310  3.13214  -3.36255  0.01
C  -0.83670  2.76217  -4.57510  -0.13
C  5.71629  -1.76158  2.18151  -0.09
H  -1.27187  -6.16019  -0.55121  0.10
C  3.32830  -1.76133  0.72318  -0.39
H  -4.03771  4.22607  5.74715  0.10
C  -1.86412  1.04525  5.83298  -0.12
H  4.62649  -2.87809  3.65655  0.10
C  0.82289  -6.61198  -0.66420  -0.09
H  -3.62172  4.12346  -3.37923  0.13
H  -2.47718  3.16372  -7.51291  0.10
H  1.75298  0.67379  1.71111  0.06
H  -0.19623  3.31546  -3.89740  0.10
H  1.83181  -1.06838  -4.30130  0.09
C  3.40485  -2.38820  1.96555  -0.14
C  3.38137  1.19191  2.99364  -0.09
C  4.58718  -2.38855  2.69152  -0.08
C  -4.30432  0.99373  -2.24480  -0.14
H  -2.01773  -4.41407  2.51060  0.10
C  2.12040  1.73689  -3.32153  -0.15
H  0.81365  -1.28308  3.20286  0.08
H  2.89940  -0.58398  -2.28241  0.02
Sb  1.47072  -1.73026  -0.34164  1.48
C  -2.48941  1.37828  -6.32175  -0.10
C  2.03470  1.09066  2.67344  -0.13
H  2.96343  -6.75618  -0.73694  0.10
C  1.70026  1.87348  -0.95578  -0.16
H  3.07853  2.54768  6.07975  0.10
C  3.39002  2.26234  -3.12509  -0.08
C  -3.38213  2.55681  6.92347  -0.10
O  -3.43038  0.28196  -0.13291  -0.03
H  -3.31650  -0.33924  2.57580  0.10
C  -3.42575  3.33234  5.77417  -0.10
H  -0.56331  -1.46384  -4.18775  0.04
C  3.82207  2.57774  -1.84183  -0.08
H  -3.14345  0.83644  -6.99398  0.10
H  -5.07426  3.33221  -5.21741  0.12
C  -2.51135  -1.06385  2.64050  -0.12

Forces on the atoms, in the same order (eV/Å):
0.0 0.0 0.0
0.0 0.0 0.0
0.0 0.0 0.0
0.0 0.0 0.0
0.0 0.0 0.0
0.0 0.0 0.0
0.1 0.0 0.0
0.0 0.0 0.0
0.0 0.0 0.0
0.0 0.0 0.0
0.0 0.0 0.0
0.0 0.0 0.0
0.0 0.0 0.0
0.0 0.0 0.0
0.0 0.0 0.0
0.0 0.0 0.0
0.0 0.0 0.0
0.0 0.0 0.0
0.0 0.0 0.0
0.0 0.0 0.0
0.0 0.0 0.0
0.0 0.0 0.0
0.0 0.0 0.0
0.0 0.0 0.0
0.0 0.0 0.0
0.0 0.0 0.0
0.0 0.0 0.0
0.0 0.0 0.0
0.0 0.0 0.0
0.0 0.0 0.0
0.0 0.0 0.0
0.0 0.0 0.0
0.0 0.0 0.0
0.0 0.0 0.0
0.0 0.0 0.0
-0.1 0.0 0.0
0.0 0.0 0.0
0.0 0.0 0.0
0.0 0.0 0.1
0.0 -0.1 0.0
0.0 0.0 0.0
0.0 0.0 0.0
0.0 0.0 0.0
0.0 0.0 0.0
0.0 0.0 0.0
0.0 0.0 0.0
0.0 0.0 0.0
0.0 0.0 0.0
0.0 0.0 0.0
-0.1 0.0 0.0
0.0 0.0 0.0
0.0 0.1 0.0
0.0 0.0 0.0
0.0 0.0 0.0
0.0 0.0 0.0
0.0 0.0 0.0
0.0 0.0 0.0
0.1 -0.1 0.0
0.0 0.0 0.0
0.0 0.0 0.0
0.0 0.0 0.0
0.0 0.0 0.0
0.0 0.0 0.0
0.0 0.0 0.0
0.0 0.0 0.0
0.0 0.0 0.0
0.0 0.0 0.0
-0.1 0.1 0.0
0.0 0.0 0.0
0.0 0.0 0.0
0.0 0.0 0.0
0.0 0.0 0.0
0.0 0.0 0.0
0.0 0.0 0.0
0.0 0.0 0.0
0.0 0.0 0.0
0.0 0.0 0.0
0.0 0.0 0.0
0.0 0.0 0.0
0.0 0.0 0.0
0.0 0.0 0.0
0.0 0.0 0.0
0.0 0.0 0.0
0.0 0.0 0.0
0.0 0.0 0.0
0.0 0.0 0.0
0.0 0.0 0.0
0.0 0.0 0.0
0.0 0.0 0.0
0.0 0.0 0.0
0.0 0.0 0.0
0.0 0.0 0.0
0.0 0.0 0.0
0.0 0.0 0.0
0.0 0.0 0.0
0.0 0.0 0.0
0.0 0.0 0.0
0.0 0.0 0.0
0.0 0.0 0.0
0.0 0.0 0.0
0.0 0.0 0.0
0.0 0.0 0.0
0.0 0.0 0.0
0.0 0.0 0.0
0.0 0.0 0.0
0.0 0.0 0.0

spin multiplicity = 1

---

No. 2
Below is a molecular structure, C53H47CsN4O2P2S3Si in a non-equilibrium geometry, with properties calculated with ωB97M-V/def2-TZVPD.

Each line ends with the Löwdin charge.
Atoms and positions in Å:
H  8.50155  1.05591  2.40420  0.11
C  1.40660  -4.30259  -0.87686  -0.38
C  5.25931  -2.66684  -0.14021  -0.09
C  0.32932  -1.84930  -0.03484  -0.36
H  4.01249  2.67439  4.05827  0.08
H  1.22622  1.46515  3.07911  0.09
H  -3.68959  -2.93858  -5.88117  0.11
H  5.38171  -2.39198  3.23256  0.12
H  -8.61744  -2.59300  3.89190  0.04
C  2.10884  -5.81367  -3.13516  -0.12
H  -1.45466  -2.97580  0.55028  0.11
C  -3.81334  -0.91854  -5.15170  -0.06
N  -5.93220  -1.78740  -0.68787  -0.04
C  3.87201  -2.67273  -0.25332  -0.12
H  -3.69246  4.73447  -1.05137  0.13
C  -2.02340  -1.11512  -0.38686  -0.08
S  -6.02168  4.93520  -2.50206  0.41
C  1.16438  -3.80443  -2.15373  -0.10
H  3.43120  0.33799  7.58575  0.10
C  -5.07858  -1.96073  -3.00448  -0.28
H  2.34806  -6.42986  -4.02779  0.10
H  2.89016  -7.22344  -1.79236  0.08
C  1.25585  1.98312  2.14701  -0.07
H  -3.31115  -0.45645  -6.02980  0.11
H  3.52936  -2.74803  -1.26124  0.09
H  1.48946  -4.19073  -4.26215  0.09
H  0.12085  1.22695  -1.48685  0.09
C  -12.66670  -7.61868  -5.72590  -0.01
C  5.75075  -2.54545  1.16195  -0.15
H  -0.54742  3.03473  -2.56943  0.06
C  -1.61360  0.07910  -0.94996  -0.09
H  -7.60551  -0.90171  3.81951  -0.03
N  -4.07726  5.82371  -4.11740  -0.01
P  3.77029  0.81591  1.98070  1.12
C  7.60629  1.67048  2.39765  -0.14
C  3.50194  -2.51277  2.12670  -0.38
C  3.88000  1.67506  5.98255  -0.13
C  7.70114  3.02497  2.29797  -0.11
H  -0.48098  4.02768  0.09354  0.10
C  -2.59680  6.32195  -2.01221  -0.10
C  2.05246  -5.52727  -0.77589  -0.11
C  0.33701  3.45560  0.53135  -0.12
H  3.96238  2.55503  6.65793  0.10
H  1.42491  3.78746  -1.20387  0.09
H  -2.35380  0.77621  -1.21067  0.01
C  -4.41743  -0.12644  -4.18022  -0.17
H  -4.85012  6.04712  -4.72374  0.12
H  -4.86067  -3.84461  -3.86563  0.11
O  -13.08477  -6.76894  -6.34307  0.01
C  -1.07434  -2.04941  0.03517  -0.12
H  -4.43915  0.95164  -4.25802  0.11
Cs  -5.15254  1.55495  -0.81982  0.80
C  2.43547  1.96298  1.43783  -0.40
H  0.72999  -2.84613  -2.21538  0.08
C  -2.46258  3.80036  -2.55806  -0.41
H  -2.45961  6.82425  -1.09756  0.05
C  2.31148  -6.33625  -1.90197  -0.12
H  1.92785  -4.28184  4.29913  -0.01
H  2.31099  -6.05104  0.19152  0.12
C  -5.66230  -2.44071  -1.76086  -0.12
H  8.63546  3.49542  2.51529  0.08
N  -4.99411  -0.61031  -3.14831  0.06
H  2.78504  -1.43952  6.25911  0.04
C  3.56975  0.43610  6.49658  -0.12
S  -6.32410  -2.71612  2.94363  0.75
C  0.16916  2.76499  1.74473  -0.03
C  1.57050  -4.50440  -3.23904  -0.09
C  6.43259  1.06702  2.32085  -0.11
C  3.50440  0.67458  3.82480  -0.35
C  2.48934  2.51406  0.21809  -0.14
H  -5.80419  -3.52433  -1.77808  0.11
H  5.79971  -2.91335  -1.05282  0.09
C  -4.68386  -2.79268  -3.98568  -0.05
C  -2.24342  6.93860  -3.26243  -0.17
H  -1.48386  7.77806  -3.20574  0.10
H  4.45328  3.75310  1.50121  0.10
Si  2.15686  -2.01999  3.40739  0.60
C  -6.45492  -1.74382  1.46559  -1.18
C  2.35692  -3.39185  4.76094  -0.32
C  3.00270  -2.73857  0.82950  -0.42
H  -0.70675  2.92056  2.31910  0.09
N  -6.29424  -2.49510  0.40731  -0.13
C  -3.28428  4.95416  -2.06500  -0.32
C  -4.00400  -2.27406  -5.06701  -0.08
C  5.24679  1.75864  1.98137  -0.40
H  -3.05239  -1.35092  -0.06411  0.10
H  -7.27914  -2.32794  5.03077  0.01
C  -1.02897  3.94184  -2.89609  -0.01
C  6.57916  3.79152  1.93770  -0.07
H  -0.99315  3.96150  -3.98465  0.10
H  3.38708  -3.64501  5.11290  0.02
C  3.86805  1.78799  4.62465  -0.11
H  -2.67506  6.84361  -5.43470  0.07
C  3.14683  -0.61245  4.30981  -0.32
C  1.43429  3.31493  -0.22992  -0.12
S  -6.79613  -0.07752  1.67545  0.34
H  6.37085  -0.02530  2.24408  0.09
C  3.16216  -0.64240  5.71070  -0.13
C  -0.23781  0.27486  -1.07006  -0.07
C  0.70881  -0.65767  -0.65380  -0.09
H  1.80727  -3.09966  5.69550  0.00
C  -2.82736  6.44680  -4.43375  -0.16
H  6.67559  4.82240  1.76568  0.07
O  -3.00920  2.72078  -2.61604  -0.07
C  5.32810  3.13618  1.74736  -0.08
H  1.72232  -0.31344  -0.69424  0.09
P  1.24375  -3.33460  0.69864  1.05
H  3.42973  2.26402  -0.33904  0.12
H  -0.53794  4.83422  -2.47049  0.08
C  -4.40049  5.26667  -2.96588  -0.81
C  4.89580  -2.39079  2.20904  -0.17
C  -7.62156  -2.02943  4.01523  -0.48
H  6.81439  -2.70322  1.33075  0.09

Forces on the atoms, in the same order (eV/Å):
0.1 0.1 0.5
1.0 -0.3 0.6
-1.0 0.1 0.7
-1.6 -0.8 0.0
0.4 1.0 0.1
-0.2 -0.4 0.5
0.1 0.3 0.4
-0.8 0.4 -1.1
1.3 1.2 -0.2
-0.4 0.6 -1.2
0.4 1.0 -0.6
0.3 0.5 -1.5
0.7 1.1 -1.5
0.4 -0.5 -0.5
0.3 -0.2 -0.8
-0.1 -1.0 1.1
0.0 0.0 -0.3
0.3 -0.2 0.8
0.3 0.0 -0.5
-0.9 2.7 1.5
-0.1 0.8 0.5
0.0 -0.8 0.2
-1.4 1.1 0.9
-0.4 -0.4 0.8
-0.6 -0.2 -0.5
-0.4 0.8 -0.2
-0.1 -0.5 0.2
-0.3 0.6 -0.4
1.2 -0.7 -1.6
0.3 -0.3 0.1
1.0 -1.4 0.6
-0.5 -1.6 0.5
0.5 0.0 -1.3
-1.9 -1.3 0.2
2.4 -0.3 0.1
0.0 0.1 -0.9
-0.1 1.1 1.0
-0.8 2.1 -0.3
0.0 0.1 0.4
0.3 0.1 -2.7
-0.2 -2.0 0.7
-2.3 0.1 0.9
0.3 -0.7 -0.6
0.3 0.0 -0.1
-0.4 1.1 -0.6
1.0 0.9 -1.4
-0.2 -0.2 0.0
0.0 -0.4 -0.1
0.3 -0.6 0.4
0.1 -0.8 0.7
0.3 0.2 -0.2
-0.2 0.0 -0.1
0.4 -1.7 1.6
-0.4 1.0 -0.4
-0.1 0.0 0.6
0.2 0.4 1.0
0.6 1.2 1.2
-0.2 -0.2 0.3
-0.4 1.2 -0.8
-0.6 -1.5 0.9
0.5 0.4 -0.2
-1.0 -1.0 1.9
-0.4 -1.6 0.6
-1.0 -0.6 1.0
-0.4 -0.5 0.1
1.9 0.1 -1.2
0.4 -2.2 -1.6
-3.1 -2.0 -1.6
0.9 -0.3 -0.7
1.3 0.8 -2.3
-0.1 -0.2 0.3
0.4 0.5 0.4
0.4 -1.2 -0.4
0.6 -0.5 2.0
-1.0 -1.0 -0.5
0.3 -0.5 0.0
0.3 0.2 0.5
-0.8 0.6 0.5
0.3 0.2 0.8
0.1 0.0 0.1
-0.7 -0.3 0.5
0.6 -0.4 -0.2
0.8 2.2 1.1
0.2 -0.4 -1.1
1.2 1.8 0.3
0.3 0.4 -0.7
-0.2 0.7 -0.4
0.5 0.3 -0.1
-0.3 -2.5 0.2
0.2 0.2 -0.1
-0.4 0.2 -0.4
-0.8 -1.5 -1.5
-0.3 -0.2 0.3
-0.3 1.2 0.5
1.7 -0.5 -1.2
0.2 -0.2 -0.4
0.0 0.3 0.5
0.8 1.8 0.0
-0.3 0.8 -0.6
-0.1 0.2 0.6
0.1 -0.5 -0.9
-0.4 0.5 1.2
0.0 1.3 0.0
-0.1 -0.8 -0.3
1.1 0.6 0.5
0.7 -0.3 -0.1
0.0 1.6 -0.6
-1.1 0.8 -0.1
-0.4 -0.4 -0.3
-1.3 -0.1 0.2
0.1 -0.7 2.7
-0.3 -0.3 0.3
0.0 0.3 0.1

spin multiplicity = 1
charge = -2

---

Number 1: E_tot -194290.437 eV, frontier orbital gap 5.66 eV. Number 2: E_tot -125284.834 eV, frontier orbital gap 4.76 eV.